73
Properties=species:S:1:pos:R:3:forces:R:3 method="wB97M-V/def2-TZVPD" s2=0.77 e_lumo_ev="-3.87 / -3.67" charge=+1 e_tot_ev=-110579.959 e_homo_ev="-10.32 / -10.30" multiplicity=2
Cr 0.531 0.249 1.100 0.04 0.61 0.86
C -1.958 4.456 2.887 0.05 -0.19 -0.21
S -2.745 3.574 1.516 -0.02 0.07 0.03
C -1.551 2.398 1.086 0.25 -0.16 -0.20
S 0.075 2.464 1.702 0.18 -0.64 -0.08
N -1.955 1.478 0.259 -0.79 0.43 -0.17
N -1.067 0.483 0.067 -0.52 -0.48 -0.90
C -1.418 -0.474 -0.738 -0.38 0.26 0.51
C -0.619 -1.664 -0.663 0.33 -0.21 -0.16
C -0.910 -2.844 -1.349 -0.07 0.15 0.01
C -0.190 -3.983 -1.062 0.11 0.01 0.05
C 0.829 -3.919 -0.111 -0.15 -0.01 -0.13
C 1.110 -2.707 0.478 0.23 0.01 0.09
N 0.416 -1.594 0.209 -0.16 -0.13 -0.23
H -2.699 5.180 3.219 0.02 0.04 0.00
H -1.054 4.958 2.556 -0.04 0.10 0.03
H -1.729 3.762 3.691 -0.03 0.04 0.04
H -2.375 -0.445 -1.245 0.08 0.09 -0.13
H -1.710 -2.848 -2.078 -0.02 -0.01 0.05
H -0.416 -4.916 -1.558 -0.01 0.00 0.00
H 1.382 -4.803 0.171 0.07 0.04 -0.01
H 1.907 -2.609 1.206 -0.03 0.03 0.01
S -0.506 -1.921 4.817 0.10 0.16 -0.23
C -1.883 -2.058 3.804 0.02 0.00 0.09
C -1.746 -1.373 2.635 -0.12 -0.04 -0.08
C -0.494 -0.713 2.524 0.61 0.09 0.11
C 0.283 -0.929 3.638 -0.46 -0.19 0.10
C 1.529 -0.213 3.796 0.16 0.18 0.04
C 2.164 0.003 5.020 -0.09 -0.11 -0.14
C 3.237 0.864 5.080 0.01 0.00 -0.09
C 3.657 1.502 3.916 0.03 -0.01 0.14
C 2.998 1.222 2.740 0.02 -0.03 -0.17
N 1.965 0.372 2.654 0.15 -0.08 0.39
H -2.726 -2.643 4.136 0.00 0.01 -0.01
H -2.528 -1.329 1.888 -0.01 -0.03 0.02
H 1.761 -0.476 5.902 0.08 0.01 0.05
H 3.732 1.063 6.022 -0.01 -0.01 0.01
H 4.470 2.212 3.932 0.02 -0.02 -0.06
H 3.296 1.699 1.814 0.01 0.01 0.02
C -1.539 0.185 -5.761 0.14 0.07 0.10
Sb -0.056 0.793 -4.312 -0.09 -0.04 -0.03
C 0.266 2.784 -5.058 -0.06 -0.23 0.02
C 1.615 -0.058 -5.427 -0.41 0.00 0.41
C 2.856 0.719 -5.169 0.33 -0.07 0.19
C 3.284 1.590 -6.173 -0.02 0.06 0.09
C 4.435 2.344 -6.052 -0.04 0.03 -0.04
C 5.215 2.209 -4.918 0.19 0.06 0.05
C 4.814 1.349 -3.912 -0.10 0.02 0.01
C 3.627 0.615 -3.987 0.03 0.15 -0.24
C 3.346 -0.288 -2.819 -0.52 0.01 -0.22
Sb 2.455 0.571 -0.989 1.15 0.07 0.13
C 3.398 2.501 -1.082 -0.21 -0.23 0.01
C 3.990 -0.519 0.105 -0.13 0.10 -0.08
H -1.215 0.493 -6.754 0.00 0.05 -0.02
H -2.505 0.639 -5.541 0.03 -0.01 0.02
H -1.644 -0.899 -5.752 -0.01 0.02 0.05
H 0.362 2.745 -6.142 -0.01 0.06 -0.01
H 1.187 3.177 -4.630 -0.01 0.02 -0.01
H -0.567 3.428 -4.783 0.00 0.00 0.00
H 1.315 0.020 -6.471 0.11 -0.11 -0.04
H 1.706 -1.110 -5.155 0.00 -0.01 -0.02
H 2.687 1.664 -7.075 0.03 0.00 0.00
H 4.732 3.023 -6.840 0.00 -0.04 -0.04
H 6.146 2.754 -4.833 -0.01 0.01 0.06
H 5.445 1.219 -3.040 0.01 0.05 0.01
H 4.303 -0.631 -2.429 -0.09 -0.08 0.07
H 2.742 -1.162 -3.061 0.00 0.01 -0.11
H 4.474 2.394 -0.970 0.00 0.01 -0.01
H 2.992 3.138 -0.298 0.01 0.02 0.00
H 3.177 2.941 -2.054 0.03 0.03 0.01
H 4.960 -0.045 -0.045 -0.01 0.02 -0.03
H 4.027 -1.522 -0.322 0.00 -0.01 0.01
H 3.787 -0.594 1.168 0.01 -0.03 0.00

=====

18
Properties=species:S:1:pos:R:3:forces:R:3 method="wB97M-V/def2-TZVPD" e_above_lowest_kcal_mol=111.6 e_lumo_ev=0.71 e_tot_ev=-7885.694 e_homo_ev=-7.60 multiplicity=1
C -1.965 -0.383 0.114 1.68 -2.13 -0.57
C -1.306 -1.528 -0.284 -0.09 1.85 0.16
N -0.087 -1.906 0.277 0.99 0.04 -0.46
C 0.580 -0.914 1.237 -3.02 -1.21 -0.22
C 1.019 0.332 0.689 1.33 4.73 -1.92
C 1.119 0.695 -0.656 1.91 -1.46 1.40
C 0.485 2.023 -0.993 2.92 0.59 -0.28
H -1.477 0.372 0.789 -1.19 -0.97 -0.79
H -2.906 -0.364 -0.377 -0.85 1.10 0.11
H -1.659 -2.134 -1.182 0.35 0.63 1.65
H 0.503 -2.464 -0.417 -0.72 1.41 1.85
H -0.012 -0.705 2.214 0.20 -0.55 -1.96
H 1.384 -1.360 1.610 3.54 -2.75 1.71
H 1.356 1.261 1.409 -2.21 -2.04 -1.21
H 1.862 0.082 -1.307 -2.52 0.50 0.35
H -0.236 2.029 -0.218 -1.32 1.01 -0.11
H 1.192 2.891 -0.874 -0.53 -0.56 -0.04
H 0.149 2.071 -2.030 -0.45 -0.18 0.34